Entry 1:
{
  "formula": "C17H34N2O2",
  "method": "ωB97M-V/def2-TZVPD",
  "species": ["H", "O", "H", "H", "H", "H", "H", "H", "H", "C", "H", "C", "H", "C", "H", "H", "H", "H", "H", "H", "C", "H", "C", "H", "C", "H", "C", "O", "C", "C", "H", "H", "C", "H", "H", "H", "H", "C", "H", "N", "H", "C", "H", "N", "H", "H", "C", "C", "C", "C", "H", "H", "H", "C", "H"],
  "coordinates": [[-4.5709, 4.4685, -3.7543], [1.1886, -0.2656, 0.7036], [3.0588, -2.7911, -1.3566], [-0.5833, 3.0622, -2.5863], [-0.1514, 3.5489, -0.2396], [-4.5951, 6.4036, -0.0573], [-1.9565, 4.4326, -1.2253], [-0.9225, 2.0892, 0.2487], [-4.8098, 3.2647, -2.5862], [2.2970, -3.6593, 1.0313], [0.3730, -0.8065, 4.4654], [-1.1955, 2.5772, -1.8232], [3.0332, -4.3187, 0.5597], [0.8348, -0.4871, 3.5246], [0.5980, 2.0424, -0.6982], [-2.6501, 1.2812, -2.7214], [-1.7116, 0.3146, -0.3550], [-0.9129, -2.5180, 3.1329], [-0.9667, -1.4691, 1.7161], [4.3011, -2.0133, 2.0346], [4.0819, -1.9014, 0.9718], [-0.3237, -3.1057, 1.5798], [1.8172, -2.7354, 3.3630], [-2.3438, -0.6536, -1.6475], [2.4086, -2.0775, -0.8413], [0.1954, 0.2758, 3.0800], [-0.3707, -2.2275, 2.2262], [-2.9297, 3.8070, -2.9148], [1.0209, -1.6785, 2.5847], [-0.8157, 0.8381, -3.6320], [1.2443, -3.0747, 4.2313], [2.6634, -1.0819, -1.2016], [-4.6144, 5.8054, -0.9173], [0.2242, 0.6646, -3.3829], [1.5514, -4.7814, 2.7030], [3.2181, -4.3047, 2.8824], [-0.9121, 1.6217, -4.3764], [-1.6089, 1.2051, -2.3881], [-0.6323, -0.5265, -1.5016], [1.8153, -1.2397, 1.4539], [-3.0861, 3.0746, -0.9282], [-2.3590, 3.5054, -1.6115], [2.7118, -2.2585, 3.7738], [-4.2984, 4.1291, -2.8270], [1.3367, -3.9412, 0.5899], [1.7979, -0.0308, 3.7590], [2.2443, -3.9526, 2.5319], [-4.6070, 5.1637, -1.9155], [-1.5446, 0.0381, -1.3852], [-0.3587, 2.5277, -0.5615], [4.3270, -0.8769, 0.6879], [1.3779, -2.2943, -1.1292], [-1.1889, -0.0855, -4.0560], [2.6021, -2.1996, 0.6654], [4.7531, -2.5736, 0.4197]],
  "forces_ev_per_angstrom": [[0.106, -0.475, -0.235], [-0.402, 0.199, -0.228], [0.019, -0.099, 0.124], [0.098, 0.123, -0.157], [0.184, 0.179, -0.013], [-0.133, 0.512, 0.591], [-0.280, 0.321, 0.300], [0.195, -0.442, 0.281], [-0.179, 0.097, -0.096], [-0.179, -0.259, 0.083], [-0.010, -0.079, -0.027], [0.514, -0.342, -0.791], [0.043, 0.090, -0.044], [-0.209, 0.222, 0.170], [0.009, -0.525, 0.126], [-0.191, 0.153, 0.025], [0.249, 0.017, 0.249], [0.047, 0.008, 0.020], [0.168, 0.069, -0.081], [-0.088, 0.003, 0.022], [0.318, -0.213, -0.154], [0.060, 0.023, 0.002], [0.234, -0.155, 0.048], [-0.133, -0.176, -0.022], [-0.168, 0.220, -0.236], [0.081, -0.033, -0.134], [-0.318, -0.098, -0.029], [0.145, -0.175, -0.343], [0.097, -0.345, 0.211], [-0.168, 0.102, 0.146], [-0.113, 0.102, -0.040], [-0.108, 0.046, 0.112], [0.123, 0.214, 0.177], [0.320, 0.147, 0.016], [0.014, -0.006, -0.023], [-0.001, 0.035, 0.010], [0.182, 0.123, -0.268], [-0.203, -0.447, 0.289], [0.520, 0.108, 0.479], [0.054, 0.461, -0.199], [-0.381, -0.063, -0.051], [0.763, 0.043, 0.342], [-0.031, 0.140, -0.102], [-0.383, 0.665, 0.194], [0.001, 0.144, -0.065], [0.033, -0.036, -0.096], [-0.022, -0.022, 0.045], [0.056, -0.958, -0.417], [-0.790, -0.070, -0.699], [-0.253, 0.864, 0.242], [-0.132, 0.040, 0.028], [-0.024, 0.088, 0.053], [-0.137, -0.242, -0.130], [0.447, -0.309, 0.300], [-0.043, 0.011, -0.008]],
  "lowdin_charge": [0.20, -0.28, 0.08, 0.14, 0.08, 0.06, 0.13, 0.08, 0.20, -0.16, 0.07, -0.34, 0.11, -0.06, 0.09, 0.11, 0.06, 0.07, 0.06, 0.07, -0.04, 0.07, -0.15, 0.08, -0.07, 0.06, -0.03, -0.05, -0.55, -0.07, 0.11, 0.07, 0.21, 0.09, 0.10, 0.10, 0.07, -0.39, 0.07, -0.20, 0.15, -0.15, 0.11, 0.07, 0.10, 0.08, -0.18, -0.10, -0.05, -0.04, 0.08, 0.07, 0.08, -0.53, 0.07],
  "e_tot_ha": -927.730288,
  "relative_energy_ev": 13.3041,
  "lumo_energy_ev": -1.74,
  "homo_ev": -3.4,
  "homo_lumo_gap_ha": 0.0595
}

---

Entry 2:
{
  "formula": "C17H34N3O7",
  "method": "ωB97M-V/def2-TZVPD",
  "species": ["N", "O", "C", "O", "H", "H", "H", "H", "C", "H", "C", "H", "H", "O", "C", "C", "C", "H", "H", "H", "H", "H", "N", "H", "C", "O", "C", "H", "O", "H", "H", "H", "N", "H", "H", "C", "C", "H", "H", "H", "C", "H", "H", "C", "C", "H", "H", "C", "H", "O", "C", "H", "H", "O", "C", "H", "H", "H", "C", "H", "H"],
  "coordinates": [[3.4907, 2.9617, 3.5348], [2.2320, 3.6193, -0.4937], [0.8340, 3.4215, -0.9283], [1.8919, 0.8867, 0.7943], [-4.9575, -6.7913, -0.9094], [-7.2979, -6.2857, -3.3822], [-5.8060, -3.3347, -1.4004], [4.0289, 0.3818, 2.5826], [0.1725, 4.5885, -1.8886], [-3.1458, -5.6989, -2.2165], [4.0398, 1.7812, 4.2183], [4.1863, 3.4313, -1.3313], [1.8670, 1.4275, -2.5837], [-3.8555, 0.8155, -1.6786], [-5.4341, -5.8201, -0.7286], [2.9254, 1.7388, -2.1926], [-0.0486, 2.0608, -0.5197], [3.6581, 1.6431, -3.1294], [5.4631, 1.4035, 5.8185], [-1.6098, 5.2584, -3.0709], [6.9354, 2.7737, 3.4133], [-5.9542, -5.1524, -3.4987], [-5.0685, -3.3526, -0.6894], [5.6245, 3.0160, 5.1002], [-3.5242, -4.6895, -2.0245], [-3.9435, -0.3645, -2.2607], [0.5815, 0.8731, 0.4224], [0.1491, -1.0594, 0.3726], [-0.1915, -0.2975, 0.9493], [-3.2160, 3.2930, -2.6240], [4.2817, 2.6686, 6.1800], [7.2800, 1.0220, 3.6124], [-1.2519, 4.4798, -2.4396], [-3.9607, -1.1012, -1.5774], [-1.9929, -0.2220, -1.2448], [-6.3367, -6.0084, -2.9398], [-2.5964, 0.7539, -0.9161], [-5.6565, -6.8605, -3.0295], [2.8391, 2.6481, 2.8153], [4.2550, 3.3845, 2.9993], [6.9546, 1.8015, 2.9172], [5.2858, 0.0267, 3.7552], [2.8586, 4.0454, -2.5450], [4.9069, 2.2423, 5.3871], [3.0512, 3.2883, -1.6716], [-3.7467, -4.7747, 0.0872], [3.2040, 1.2117, 4.6429], [-4.4086, -4.6636, -0.7804], [0.7660, 5.5677, -2.2250], [5.6836, 1.5205, 2.3509], [4.7798, 0.8473, 3.2323], [-5.5828, -3.3069, 0.1904], [-4.0472, -4.3448, -2.9208], [-6.5645, -5.6424, -1.5873], [-1.5905, 2.0312, -1.1671], [7.6821, 1.8637, 2.1027], [-5.8422, -5.8621, 0.2884], [3.2696, 0.9250, -1.4254], [-2.1369, 3.2767, -2.1180], [-2.6586, -4.0307, -1.8899], [-2.7523, 0.6835, 0.2617]],
  "forces_ev_per_angstrom": [[0.057, -0.162, -0.343], [-4.290, -0.935, -2.520], [-1.732, -0.031, -0.559], [-8.959, 0.530, -2.951], [0.055, 0.082, -0.149], [0.099, 0.018, 0.165], [0.233, -0.002, 0.154], [0.106, 0.149, -0.024], [-1.568, -2.408, 0.621], [-0.052, 0.133, 0.007], [0.406, 0.159, -0.133], [-2.682, -0.183, -0.543], [1.876, 0.825, 0.755], [2.711, 3.086, 3.522], [-0.316, 0.229, 0.169], [0.571, -0.233, -0.884], [-1.871, 2.990, -2.271], [-1.594, 0.305, 2.027], [-0.038, 0.089, -0.056], [0.577, -1.453, 1.189], [0.151, -0.075, 0.187], [0.146, -0.123, -0.154], [-0.203, 0.135, 0.018], [-0.101, -0.119, -0.058], [0.247, 0.010, -0.078], [-0.624, -4.832, -2.135], [6.671, -1.037, 2.583], [-0.478, 1.280, 1.313], [1.610, 2.337, -3.364], [2.688, -0.195, 1.368], [0.079, -0.055, -0.197], [-0.084, 0.053, 0.034], [1.957, -3.738, 2.993], [-0.562, 1.017, -0.476], [-1.371, 2.254, 0.587], [-0.362, 0.164, -0.054], [1.814, 0.335, 0.899], [0.044, 0.075, 0.041], [0.032, 0.044, 0.141], [-0.212, -0.069, 0.253], [0.015, 0.232, -0.320], [0.122, 0.123, 0.082], [0.160, -1.446, 1.639], [-0.031, 0.021, 0.317], [2.383, -0.989, -1.013], [-0.182, -0.029, -0.005], [0.054, -0.007, -0.165], [-0.119, -0.171, -0.378], [-1.415, -2.519, 0.982], [-0.144, -0.417, 0.396], [-0.288, 0.103, -0.230], [0.148, 0.077, -0.101], [-0.026, -0.074, 0.145], [0.623, -0.243, 0.278], [1.599, 2.671, -0.935], [-0.146, -0.075, 0.039], [-0.054, 0.059, -0.162], [-0.641, 1.924, -1.218], [2.999, -0.031, 1.074], [-0.128, -0.071, 0.015], [0.040, 0.213, -2.518]],
  "lowdin_charge": [0.04, -0.13, -0.04, 0.01, 0.12, 0.09, 0.08, 0.11, 0.11, 0.08, -0.43, 0.16, 0.08, -0.18, -0.19, -0.10, 0.11, 0.11, 0.08, 0.17, 0.07, 0.07, 0.04, 0.07, -0.07, -0.07, -0.19, 0.15, -0.01, 0.16, 0.08, 0.09, 0.03, 0.11, 0.16, -0.10, -0.14, 0.09, 0.05, 0.07, -0.11, 0.12, 0.13, -0.07, -0.22, 0.13, 0.14, -0.43, 0.16, -0.20, -0.20, 0.08, 0.07, -0.19, 0.04, 0.09, 0.12, 0.09, 0.10, 0.07, 0.16],
  "e_tot_ha": -1358.303055,
  "lumo_energy_ev": -5.98,
  "homo_ev": -10.8,
  "total_charge": 1,
  "homo_lumo_gap_ha": 0.1760
}

---

Entry 3:
{
  "formula": "C17H34NO10P3SSnTe",
  "method": "ωB97M-V/def2-TZVPD",
  "species": ["H", "H", "C", "H", "H", "H", "H", "H", "H", "H", "C", "H", "H", "O", "H", "O", "C", "O", "C", "C", "H", "H", "P", "O", "H", "C", "O", "C", "H", "C", "H", "C", "O", "O", "O", "H", "O", "S", "H", "H", "H", "H", "H", "H", "C", "C", "H", "H", "H", "H", "C", "C", "Sn", "C", "P", "H", "H", "C", "C", "O", "Te", "H", "H", "H", "N", "C", "P", "H"],
  "coordinates": [[2.4333, 4.7633, 1.5256], [-2.8746, 0.2132, 0.7175], [-4.4979, -1.1351, 0.7975], [-3.1912, 0.2771, -1.7511], [-4.9672, -0.8474, -0.1426], [-4.7441, -2.1754, 1.0045], [-2.0700, 4.6342, 2.9535], [0.0386, 1.5339, 2.7722], [-2.5395, -2.3666, 2.3139], [-4.2698, -3.4146, -0.9452], [-2.0692, -3.2553, -0.8382], [-1.8739, -3.3991, -1.9071], [-1.2242, -1.2769, -3.5162], [2.3672, -3.6667, -1.1933], [-0.3910, 4.8021, 3.5478], [0.9336, 3.6114, -0.1792], [-3.4109, -3.9024, -0.4907], [1.4113, 1.7573, 1.6073], [-1.7239, -0.3651, -3.1804], [-0.9568, -3.9677, -0.0626], [-1.2588, -1.1812, 2.0994], [-0.6355, 2.5011, 3.9735], [-1.9647, -1.4164, -0.6377], [1.4166, -1.5466, -1.9936], [-1.0401, -5.0454, -0.2172], [8.4129, 0.7978, -1.0005], [-1.2404, 1.5830, 0.0505], [7.9330, 0.9704, 0.2888], [-3.5668, -2.4357, -3.1374], [5.7164, 0.4457, -0.4735], [6.2118, 0.8871, 1.5711], [6.5834, 0.7825, 0.5594], [1.6035, -1.8794, 0.3517], [-3.1650, 2.5974, 1.4281], [3.6509, -1.6334, -0.9477], [-2.7585, -0.7347, 2.9396], [1.8868, 4.2197, 2.1052], [2.2065, -2.2709, -0.9654], [-3.3954, -4.9402, -0.8309], [8.6102, 1.2325, 1.0913], [-0.9779, 4.0726, -0.6857], [-4.3209, -0.9175, -3.6103], [-0.9513, 0.3106, -2.8068], [-3.5563, -3.9192, 0.5907], [-2.7901, -0.6714, -2.1232], [-1.0159, 4.6174, 2.6711], [-1.0352, -3.7766, 1.0098], [7.9222, 0.3085, -3.0331], [0.0348, -3.6677, -0.3823], [-4.7485, -1.6612, -2.0761], [-0.6575, 3.2981, 2.0110], [-2.3456, -1.3120, 2.1071], [0.4937, 0.1538, -0.4817], [6.1933, 0.2843, -1.7719], [1.0144, 3.1732, 1.2393], [-1.6636, 1.6985, 2.9338], [5.5142, 0.0215, -2.5724], [-3.9226, -1.4753, -2.7598], [7.5456, 0.4471, -2.0279], [-1.8716, 4.0188, -0.2934], [3.6824, 0.1963, -0.0443], [-4.9518, -0.5207, 1.5787], [-2.1762, 0.1146, -4.0501], [9.4665, 0.9341, -1.2073], [-0.7522, 2.1632, 3.0199], [-2.9941, -0.8673, 0.7926], [-1.8806, 2.7926, 0.7163], [-0.8419, 5.4301, 1.9683]],
  "forces_ev_per_angstrom": [[-0.043, 0.072, -0.009], [0.010, 0.021, -0.005], [-0.033, 0.038, 0.015], [0.028, 0.001, 0.028], [-0.002, 0.012, 0.015], [0.009, 0.049, -0.005], [0.004, -0.006, 0.006], [0.028, -0.081, -0.027], [0.011, 0.002, 0.010], [0.024, -0.009, 0.012], [0.148, -0.056, -0.004], [0.016, 0.005, 0.000], [0.011, 0.006, 0.000], [0.047, 0.048, 0.102], [0.025, 0.003, -0.017], [0.127, 0.048, 0.043], [-0.023, -0.003, -0.044], [0.099, -0.061, -0.132], [-0.001, -0.076, 0.027], [0.021, 0.038, -0.028], [0.004, 0.018, 0.003], [0.011, 0.000, -0.009], [-0.096, 0.120, 0.132], [0.313, -0.197, 0.104], [-0.025, 0.000, 0.018], [0.002, 0.006, -0.003], [-0.284, -0.131, 0.066], [-0.016, 0.016, 0.012], [-0.003, 0.003, 0.004], [-0.088, -0.049, -0.225], [0.010, -0.029, 0.007], [0.038, -0.004, -0.024], [0.127, 0.092, -0.232], [0.040, -0.031, -0.060], [-0.305, 0.029, 0.155], [-0.027, -0.035, 0.000], [0.075, -0.170, -0.029], [-0.186, 0.305, -0.115], [-0.001, -0.006, 0.012], [-0.001, 0.010, -0.005], [0.101, 0.013, 0.005], [0.009, -0.011, -0.009], [-0.017, 0.059, -0.020], [0.004, -0.005, -0.023], [0.053, 0.008, -0.056], [-0.044, -0.004, -0.038], [-0.007, -0.009, -0.005], [0.002, 0.002, 0.004], [-0.036, -0.012, 0.004], [0.013, -0.002, -0.017], [-0.029, 0.027, 0.077], [-0.019, 0.011, -0.023], [-0.717, -0.021, -0.210], [0.075, 0.030, 0.027], [-0.103, 0.008, 0.111], [-0.056, 0.072, 0.031], [-0.006, 0.008, -0.002], [-0.045, 0.040, 0.001], [-0.014, -0.012, -0.002], [-0.117, -0.054, 0.083], [0.760, -0.128, 0.301], [-0.007, -0.008, -0.001], [-0.006, -0.006, 0.000], [0.000, -0.008, 0.004], [-0.001, 0.109, 0.052], [0.040, -0.097, 0.076], [0.084, -0.004, -0.162], [-0.012, -0.003, -0.005]],
  "lowdin_charge": [0.08, 0.05, -0.09, 0.11, 0.06, 0.06, 0.09, 0.11, 0.07, 0.05, -0.51, 0.11, 0.08, -0.25, 0.08, -0.32, -0.11, -0.49, -0.13, -0.10, 0.06, 0.16, 1.04, -0.48, 0.09, -0.08, -0.53, -0.09, 0.08, -0.54, 0.09, -0.15, -0.53, -0.28, -0.64, 0.08, -0.13, 0.24, 0.09, 0.10, 0.06, 0.08, 0.03, 0.07, -0.53, -0.07, 0.08, 0.11, 0.03, 0.05, -0.49, -0.11, 1.30, -0.13, 0.28, 0.13, 0.10, -0.11, -0.08, -0.11, 1.49, 0.09, 0.08, 0.10, 0.18, -0.55, 0.29, 0.09],
  "e_tot_ha": -3380.158713,
  "relative_energy_ev": 0.0000,
  "lumo_energy_ev": -0.41,
  "homo_ev": -7.8,
  "homo_lumo_gap_ha": 0.2727
}